{
  "formula": "C42H112O14",
  "method": "ωB97M-V with the def2-TZVPD basis set",
  "elements": ["C", "C", "C", "O", "H", "H", "H", "H", "H", "H", "H", "H", "C", "C", "C", "O", "H", "H", "H", "H", "H", "H", "H", "H", "C", "C", "C", "O", "H", "H", "H", "H", "H", "H", "H", "H", "C", "C", "C", "O", "H", "H", "H", "H", "H", "H", "H", "H", "C", "C", "C", "O", "H", "H", "H", "H", "H", "H", "H", "H", "C", "C", "C", "O", "H", "H", "H", "H", "H", "H", "H", "H", "C", "C", "C", "O", "H", "H", "H", "H", "H", "H", "H", "H", "C", "C", "C", "O", "H", "H", "H", "H", "H", "H", "H", "H", "C", "C", "C", "O", "H", "H", "H", "H", "H", "H", "H", "H", "C", "C", "C", "O", "H", "H", "H", "H", "H", "H", "H", "H", "C", "C", "C", "O", "H", "H", "H", "H", "H", "H", "H", "H", "C", "C", "C", "O", "H", "H", "H", "H", "H", "H", "H", "H", "C", "C", "C", "O", "H", "H", "H", "H", "H", "H", "H", "H", "C", "C", "C", "O", "H", "H", "H", "H", "H", "H", "H", "H"],
  "positions_angstrom": [[18.25768, 2.65474, -3.53666], [18.74275, 1.69261, -2.50868], [19.80513, 0.71555, -2.95473], [19.13335, 2.39359, -1.33934], [19.10470, 3.22870, -3.91245], [17.72191, 3.44875, -3.01646], [17.63242, 2.29467, -4.35367], [17.93338, 0.99867, -2.28181], [20.47320, 1.23698, -3.64023], [19.40475, -0.07938, -3.58392], [20.41892, 0.25885, -2.17835], [18.33400, 2.58643, -0.84393], [16.14608, 0.31304, -6.61497], [17.54791, 0.05923, -7.13366], [18.41045, 1.33142, -7.20692], [18.23794, -0.84354, -6.26574], [16.27697, 0.86637, -5.68502], [15.60225, -0.59974, -6.37172], [15.53739, 0.82191, -7.36241], [17.48938, -0.47215, -8.08356], [18.30517, 1.93052, -6.30244], [18.12591, 1.92264, -8.07732], [19.46042, 1.03872, -7.20720], [19.04924, -1.15388, -6.67451], [12.84801, 3.38776, -2.13937], [13.59214, 2.05792, -2.54128], [14.38539, 2.23092, -3.81271], [14.35721, 1.61296, -1.42096], [13.61289, 4.12001, -1.88078], [12.17637, 3.18419, -1.30537], [12.23670, 3.71957, -2.97861], [12.92335, 1.20884, -2.68236], [13.75767, 2.41492, -4.68460], [14.91423, 1.28981, -3.96348], [15.08315, 3.06137, -3.70510], [13.69228, 1.35035, -0.78025], [22.39741, 0.92061, -9.17360], [22.82852, -0.49403, -9.73484], [24.30809, -0.56511, -10.15895], [22.66143, -1.30359, -8.68695], [21.34155, 0.89773, -8.90394], [22.77145, 1.74604, -9.77929], [22.86070, 1.19547, -8.22602], [22.21488, -0.79460, -10.58407], [24.91922, -0.06132, -9.41007], [24.42852, -0.08681, -11.13099], [24.65690, -1.59742, -10.18634], [23.11661, -0.91778, -7.93491], [18.64140, -3.86520, -7.75878], [20.06578, -3.54832, -8.20916], [20.38878, -3.74482, -9.68784], [20.24334, -2.19911, -7.85263], [18.24082, -4.79084, -8.17211], [17.91895, -3.14029, -8.13384], [18.47107, -3.97275, -6.68757], [20.72610, -4.09850, -7.53881], [19.87566, -3.05207, -10.35486], [20.08853, -4.73455, -10.03188], [21.39975, -3.53867, -10.03933], [21.12221, -1.95239, -8.14980], [21.07426, -5.71330, -4.50457], [21.61439, -4.43765, -3.93038], [20.53820, -3.35029, -3.90096], [22.00956, -4.68126, -2.60988], [21.79094, -6.53425, -4.52715], [20.71173, -5.43727, -5.49477], [20.23797, -5.96893, -3.85390], [22.39887, -4.04532, -4.57751], [20.21757, -2.92571, -4.85230], [20.88870, -2.45606, -3.38559], [19.65218, -3.75184, -3.40920], [22.74298, -5.29508, -2.52680], [14.84414, 4.96155, -9.64066], [15.70339, 3.83943, -9.13583], [15.41218, 2.56190, -9.87642], [17.06484, 4.26029, -9.40143], [13.81283, 4.61274, -9.58768], [14.91696, 5.07169, -10.72263], [15.13742, 5.90457, -9.17936], [15.47706, 3.75627, -8.07284], [15.37162, 2.60418, -10.96484], [14.53968, 2.05969, -9.45855], [16.23497, 1.85937, -9.74386], [17.26015, 5.09914, -8.97743], [15.46901, -2.14316, -9.90832], [14.61706, -3.45458, -9.87778], [14.47244, -4.11797, -11.24065], [15.28868, -4.41666, -9.07686], [15.24232, -1.56813, -9.01051], [15.17387, -1.49655, -10.73470], [16.52231, -2.41076, -9.99229], [13.65303, -3.27137, -9.40325], [13.87671, -5.02573, -11.14487], [15.42454, -4.40410, -11.68758], [13.96121, -3.47835, -11.96013], [14.95553, -4.33699, -8.18004], [13.13749, -2.62585, -6.15840], [13.51207, -4.11503, -6.03003], [12.62495, -5.09374, -6.84184], [14.78501, -4.28672, -6.46464], [12.09418, -2.60248, -5.84365], [13.24618, -2.21853, -7.16357], [13.76469, -2.02561, -5.49927], [13.42280, -4.51113, -5.01848], [12.90468, -5.01355, -7.89227], [11.57075, -4.81781, -6.86732], [12.76737, -6.13652, -6.55826], [15.34014, -3.68157, -5.96742], [19.58137, 2.72506, -13.58012], [18.89013, 2.71228, -12.22825], [19.85285, 2.39680, -11.06152], [18.15337, 3.93790, -11.94510], [19.85087, 1.71955, -13.90326], [20.53400, 3.25381, -13.54818], [18.99859, 3.18901, -14.37587], [18.07506, 1.98863, -12.21918], [19.42739, 2.53028, -10.06691], [20.73442, 3.03246, -11.14429], [20.27177, 1.40222, -11.21452], [17.67425, 3.95528, -11.11339], [15.49638, -1.81332, -3.04556], [16.63445, -2.60013, -3.66414], [16.66075, -4.04712, -3.13126], [16.46972, -2.71454, -5.05814], [15.63363, -0.73917, -3.16987], [15.56246, -2.02034, -1.97744], [14.52587, -2.12898, -3.42840], [17.54029, -2.03179, -3.45310], [17.56791, -4.56852, -3.43669], [15.85866, -4.70508, -3.46566], [16.60798, -4.12172, -2.04509], [16.98445, -2.03026, -5.49221], [21.38704, 3.52616, -6.73827], [21.86424, 4.68831, -5.80858], [23.20314, 4.43475, -5.06988], [21.96363, 5.84789, -6.66008], [22.02657, 3.30698, -7.59330], [20.48046, 3.90969, -7.20636], [21.22694, 2.55672, -6.26641], [21.06650, 4.73725, -5.06742], [23.11433, 3.53871, -4.45561], [23.39432, 5.21031, -4.32821], [24.07424, 4.41307, -5.72471], [22.20878, 6.60990, -6.13014], [18.49294, 7.53536, -5.88970], [18.15723, 6.27349, -6.78700], [17.83506, 5.03283, -5.96783], [17.07004, 6.57590, -7.67037], [19.53865, 7.65595, -5.60677], [17.88505, 7.36585, -5.00097], [18.21084, 8.43754, -6.43245], [18.99929, 6.02440, -7.43275], [18.51179, 4.92476, -5.12021], [17.80375, 4.18475, -6.65183], [16.86136, 5.24730, -5.52736], [16.40555, 6.98349, -7.11010], [12.31263, 1.88225, -7.11901], [11.79992, 1.00407, -8.34964], [11.16414, 1.94137, -9.41979], [12.81098, 0.16450, -8.79268], [13.04610, 2.60077, -7.48489], [12.79636, 1.21636, -6.40440], [11.46870, 2.39288, -6.65516], [11.07845, 0.27882, -7.97333], [10.37576, 2.53072, -8.95157], [10.70671, 1.33558, -10.20202], [11.91369, 2.57253, -9.89720], [12.58578, -0.24900, -9.62928]],
  "atomic_forces_ev_per_a": [[0.2617, 1.4379, -0.1701], [-0.8494, -1.8445, 0.5411], [1.0707, 0.4589, -1.1219], [0.4053, -0.0686, 0.1037], [0.2723, -0.2782, -0.4765], [-0.5432, -0.1395, 0.0704], [0.2133, -0.2764, 0.1433], [-0.6326, 0.2675, 0.5003], [0.4927, 0.0983, 0.0351], [-0.3744, -0.0427, 0.1335], [-0.3391, 0.2011, 0.2610], [-0.0215, 0.0874, 0.0637], [0.4016, -0.2469, 0.2613], [0.8389, -0.1915, -0.1444], [-0.5681, -0.4254, -0.1215], [-1.0138, -0.0834, 1.3184], [-0.4483, 0.3114, -0.0369], [0.1585, -0.1992, -0.0857], [0.1122, 0.3773, 0.1548], [-0.0025, 0.3702, -0.4679], [-0.2536, -0.0031, -0.0177], [0.2762, 0.2153, -0.0238], [0.0441, 0.0496, -0.5127], [0.3299, -0.3114, -0.5346], [0.3185, -1.6045, -0.6514], [-1.4101, 0.7735, 0.4882], [0.5296, -0.3396, 0.6334], [0.8353, 0.3093, -0.2383], [-0.1854, 0.0844, 0.0489], [0.1065, 0.2063, 0.1514], [0.0610, 0.2244, 0.0004], [-0.7496, 0.3389, -0.5045], [-0.1517, 0.0019, 0.2155], [0.2773, 0.1716, -0.2659], [0.2141, -0.0569, -0.1004], [0.1958, -0.0693, 0.2496], [0.7053, -0.2815, -0.7870], [1.3785, 3.5306, -0.9709], [-0.4852, 0.4779, -0.1282], [-0.8189, -3.3144, 2.6086], [-0.1542, 0.3548, -0.6989], [-0.8601, 0.0945, -0.5271], [0.5938, -0.7945, 0.3493], [-0.3254, -0.0991, 0.2423], [0.0972, 0.2115, -0.0394], [0.3117, -0.0112, 0.0266], [-0.2272, -0.0487, -0.2354], [0.0645, -0.0830, 0.1748], [-0.8078, -0.7746, -0.8968], [-0.6115, 0.0247, 0.6448], [-0.4906, -0.2006, -0.7257], [-0.1855, 1.0372, 0.3088], [0.3333, -0.2819, -0.1718], [0.1903, 0.3675, 0.0220], [0.5094, 0.3495, 0.1259], [0.3601, -0.6101, -0.3832], [-0.8141, 0.2148, 0.4265], [0.1882, -0.1438, 0.0913], [0.5117, -0.3823, 0.8444], [0.4660, 0.4832, -0.0858], [-0.5699, 0.4594, -0.2486], [-0.2693, 0.3468, -0.7270], [-0.0996, 0.2250, 0.3686], [0.2755, 0.7218, 1.1804], [0.0358, 0.0980, -0.1377], [-0.1304, -0.6327, -0.2304], [-0.1423, -0.3814, -0.2202], [0.6403, -0.0692, 0.1716], [0.1789, -0.6287, -0.4817], [0.1065, -0.2113, 0.4870], [-0.0439, 0.1911, 0.1900], [-0.0057, -0.0562, -0.4103], [-0.7492, -0.3118, -0.9256], [0.4200, 1.4270, -1.1367], [0.8172, -1.0815, 0.3150], [0.0549, -1.5128, 0.2016], [-0.4353, 0.6959, 0.8291], [0.6790, 0.0580, -0.1363], [-0.6806, -0.0359, 0.1621], [0.5241, -0.3854, 0.3085], [-0.4148, 0.6871, -0.0176], [-0.1750, 0.0875, -0.2207], [0.1822, -0.1528, 0.4252], [-0.3836, 0.3643, 0.2241], [-1.1732, -0.5711, -0.0674], [1.4289, -0.1015, -0.2510], [-0.5974, 0.2374, -0.2097], [0.0946, -0.0207, -0.6055], [0.4101, -0.0276, 0.2394], [0.0700, -0.0237, -0.2410], [-0.0463, 0.1112, 0.0765], [-0.3511, 0.2607, -0.3184], [0.0240, -0.0464, 0.0768], [0.1862, 0.1203, 0.2825], [-0.0426, 0.1664, -0.0320], [0.2713, -0.0569, 0.7523], [-0.6560, -0.9987, 0.6166], [-2.1226, -0.3345, -0.3861], [0.1187, 0.9002, -0.7491], [1.7484, -0.9223, -0.7881], [-0.1192, 0.7005, 0.0140], [-0.0576, -0.2890, -0.1549], [-0.1252, 0.0073, 0.0942], [-0.0744, 0.6407, 0.6643], [0.2418, -0.0913, -0.1613], [-0.0965, -0.1137, 0.5720], [-0.0473, 0.1514, 0.1948], [0.8809, 0.3189, 0.2948], [0.2726, 0.3686, -0.0165], [-1.3745, 0.4941, 1.8205], [0.4078, 0.1150, -1.1380], [1.2963, 0.3724, -1.8662], [-0.2538, -0.1811, 0.1446], [0.0048, 0.2773, 0.2024], [-0.2529, -0.0592, 0.1957], [0.2753, -0.7305, -0.2653], [-0.1929, -0.1946, -0.1691], [-0.0539, 0.4009, 0.1043], [-0.2602, -0.3260, 0.3089], [0.1698, -0.4802, 0.6137], [0.2556, -0.0360, 0.4992], [-0.8645, -0.8953, 0.3433], [0.5894, -0.1381, 0.3917], [-0.1128, -0.0911, -0.4277], [-0.1431, 0.0266, -0.1730], [-0.3670, 0.2113, 0.1666], [0.0146, -0.0219, 0.0525], [0.4164, -0.4069, 0.0911], [0.1361, 0.1466, -0.0741], [-0.3735, 0.5126, -0.4586], [0.1781, 0.3512, 0.1251], [0.5606, 0.3945, -0.4780], [0.3678, 0.8706, -0.3006], [1.0022, -1.2606, -0.8119], [-0.7795, 0.2100, 0.1720], [-0.4565, -0.5755, 0.4014], [0.5162, 0.3711, 0.1283], [-0.3547, -0.3468, 0.1436], [-0.2278, 0.2926, 0.4606], [-0.0926, 0.6501, 0.2029], [0.1501, -0.3021, -0.2745], [-0.0957, 0.3512, -0.0731], [-0.2021, -0.2719, -0.1669], [0.0671, 0.0323, 0.1490], [-0.5739, -1.2964, -0.8315], [1.3005, 0.7343, 0.3469], [-0.2735, 1.0171, -0.0601], [0.3092, 0.0026, 0.2383], [-0.0195, -0.4146, -0.0345], [0.0178, 0.6271, 0.2580], [-0.1556, -0.0051, 0.1406], [0.0775, 0.2896, -0.1458], [0.2270, -0.2688, -0.3169], [-0.0649, -0.2163, 0.4287], [-0.3247, -0.4533, 0.0815], [-0.4007, 0.0663, -0.1261], [-0.1906, -1.3944, -1.5057], [-1.0470, 1.4306, 1.3085], [0.3857, -1.1544, 0.4440], [1.8720, 0.0286, -0.5412], [0.0035, 0.1281, 0.0558], [-0.0340, 0.0598, 0.0787], [0.0718, -0.0095, -0.0370], [-0.8788, 0.5674, 0.2702], [0.1147, 0.1200, -0.0757], [-0.0937, -0.0110, -0.1076], [0.0329, 0.1417, 0.1882], [-0.1612, 0.0352, -0.0799]],
  "lowdin_charge": [-0.06, -0.51, -0.04, -0.03, 0.06, 0.08, 0.06, 0.13, 0.07, 0.06, 0.09, 0.09, -0.02, -0.44, -0.02, -0.08, 0.06, 0.07, 0.07, 0.13, 0.05, 0.06, 0.07, 0.05, -0.04, -0.48, -0.05, -0.06, 0.08, 0.07, 0.07, 0.13, 0.07, 0.05, 0.08, 0.08, -0.05, -0.49, -0.04, -0.06, 0.07, 0.08, 0.06, 0.14, 0.08, 0.08, 0.08, 0.12, -0.04, -0.46, -0.04, -0.08, 0.08, 0.07, 0.07, 0.12, 0.08, 0.08, 0.07, 0.04, -0.05, -0.52, -0.04, -0.04, 0.08, 0.07, 0.09, 0.13, 0.07, 0.08, 0.06, 0.09, -0.05, -0.46, -0.04, -0.08, 0.07, 0.09, 0.07, 0.13, 0.09, 0.06, 0.07, 0.06, -0.04, -0.47, -0.06, -0.07, 0.05, 0.07, 0.07, 0.12, 0.07, 0.08, 0.07, 0.02, -0.02, -0.50, -0.03, -0.06, 0.08, 0.07, 0.05, 0.13, 0.06, 0.08, 0.08, 0.05, -0.06, -0.45, -0.05, -0.08, 0.08, 0.07, 0.08, 0.12, 0.06, 0.08, 0.07, 0.02, -0.04, -0.45, -0.03, -0.08, 0.06, 0.08, 0.08, 0.13, 0.06, 0.08, 0.08, 0.05, -0.04, -0.45, -0.05, -0.06, 0.06, 0.06, 0.07, 0.11, 0.07, 0.07, 0.08, 0.08, -0.02, -0.45, -0.05, -0.07, 0.07, 0.07, 0.08, 0.13, 0.06, 0.06, 0.09, 0.10, -0.03, -0.48, -0.04, -0.07, 0.06, 0.06, 0.08, 0.13, 0.08, 0.07, 0.07, 0.09],
  "homo_ev": -9.222,
  "total_charge": 0,
  "relative_energy_kcal_mol": 67.6
}